[1]
Formula: C38H53AsBiCl7IN5Si3
Source: OMol25
Level of theory: the ωB97M-V functional and the def2-TZVPD basis

The total charge is -2. Its max |F| is 0.7 eV Å⁻¹. The energy is -233786.9394 eV.

Cartesian coordinates (Å):
Bi -0.09457 0.61537 0.51474
Cl -0.03389 -0.45531 5.41732
C -0.92792 -1.58495 4.47055
C -0.46307 -1.91128 3.21152
C -1.18134 -2.80628 2.43601
Cl -0.61117 -3.14939 0.85763
C -2.35131 -3.39507 2.91823
Cl -3.23314 -4.50902 1.94694
C -2.79929 -3.06895 4.19647
Cl -4.24351 -3.78754 4.81153
C -2.09505 -2.15469 4.97952
Cl -2.65405 -1.75288 6.55897
I 6.29455 0.02189 2.03481
C 4.31943 -0.66330 1.90328
C 3.51311 -1.14098 2.93607
N 2.31180 -1.44291 2.43655
N 2.31646 -1.17373 1.11060
C 3.52011 -0.70644 0.76735
H 3.74785 -1.27134 3.98209
H 0.50675 -1.54087 2.86068
H 3.76181 -0.43912 -0.25137
C -3.80926 -2.44379 -4.92711
Si -2.96857 -2.14384 -3.23840
C -2.30478 -3.85352 -2.73413
C -4.42681 -1.82839 -2.05273
As -1.26230 -0.61575 -3.14493
Si -2.29206 1.10597 -4.23462
C -2.74921 0.94586 -6.08872
C -3.95757 1.66497 -3.48260
C -1.10642 2.60600 -4.27200
H -4.46288 -3.32241 -4.92429
H -3.05691 -2.57872 -5.70864
H -4.41397 -1.57562 -5.20395
H -3.07594 -4.62836 -2.78502
H -1.92696 -3.82067 -1.71035
H -1.47295 -4.15153 -3.37837
H -5.10279 -2.68636 -1.96942
H -5.00997 -0.96469 -2.38369
H -4.04797 -1.59683 -1.05319
H -3.51741 0.18362 -6.24012
H -1.88012 0.66021 -6.68779
H -3.13475 1.89483 -6.47803
H -4.77089 1.07989 -3.92482
H -4.17341 2.72545 -3.64963
H -3.97396 1.48758 -2.40526
H -0.51670 2.59792 -5.19386
H -0.40854 2.55444 -3.43281
H -1.63743 3.56078 -4.21319
Cl 3.44757 -1.84758 -4.10297
C 1.82882 -2.40680 -3.60215
Cl 1.68351 -2.51383 -1.84977
H 1.68308 -3.38960 -4.03442
H 1.08563 -1.68642 -3.93908
C -0.52868 7.20881 0.48261
C -1.45603 6.60744 1.32213
C -1.86209 5.29859 1.09774
C -1.34937 4.54654 0.03829
C -0.43414 5.18402 -0.80737
C -0.02466 6.49069 -0.59491
Si -1.70380 2.69861 -0.23991
C -3.42823 2.39722 0.52611
C -4.49541 3.25234 0.23145
C -5.76958 3.02411 0.72798
C -6.01054 1.92267 1.54030
C -4.96996 1.06122 1.85035
C -3.69670 1.30134 1.34838
H -0.20637 8.22717 0.66412
H -1.85675 7.15802 2.16590
H -2.58923 4.84757 1.76438
H -0.03703 4.63089 -1.65450
H 0.69882 6.94557 -1.26257
H -1.99286 2.71300 -1.69438
H -4.31447 4.10839 -0.41088
H -6.58127 3.69607 0.47301
H -7.00442 1.73805 1.93067
H -5.14861 0.19456 2.47607
H -2.89782 0.61242 1.60437
N 1.62771 0.93564 -1.98291
C 2.47768 1.69503 -2.17097
N 3.44200 2.59597 -2.29915
C 3.16275 3.98859 -1.96682
C 4.40209 4.60596 -1.33079
C 5.60910 4.43720 -2.25565
C 5.82514 2.95560 -2.57006
C 4.56679 2.36123 -3.19217
H 2.31701 4.01878 -1.28129
H 2.89195 4.54147 -2.87816
H 4.59440 4.09836 -0.38245
H 4.21364 5.66112 -1.12042
H 6.50141 4.86296 -1.79162
H 5.42674 4.98269 -3.18906
H 6.04829 2.41707 -1.64570
H 6.66757 2.82387 -3.25306
H 4.67145 1.28898 -3.34872
H 4.37493 2.83616 -4.16550
C 2.04900 2.22324 3.94691
C 1.05687 2.57563 2.82496
C -0.22906 3.14266 3.45249
C 1.69696 3.65361 1.93103
N 0.77877 1.40012 2.07001
H 2.32914 3.10977 4.52737
H 2.94378 1.77882 3.50792
H 1.60354 1.48073 4.61185
H -0.03156 4.09866 3.94819
H -0.62769 2.43817 4.18624
H -0.98404 3.29343 2.68026
H 1.95487 4.54084 2.51745
H 1.00143 3.94293 1.14350
H 2.60362 3.25176 1.47170

Here are the Mulliken charges for atoms 1 to 99, given in e: -0.22 -0.23 0.20 -0.49 0.01 0.02 0.05 -0.20 0.37 -0.22 0.13 -0.22 -0.07 -0.76 -0.62 -0.27 -0.08 -0.10 0.44 0.57 0.51 -1.16 0.21 -0.84 -1.01 0.14 0.42 -1.17 -0.99 -0.85 0.34 0.29 0.24 0.29 0.09 0.22 0.37 0.30 0.16 0.26 0.30 0.29 0.37 0.39 -0.01 0.41 -0.26 0.42 -0.24 0.09 -0.04 0.38 -0.35 -0.54 -0.69 -0.06 0.35 -0.53 -0.43 0.72 0.37 -0.01 -0.65 -0.45 -0.63 -0.46 0.35 0.37 0.32 0.34 0.42 -0.54 0.41 0.35 0.34 0.47 0.04 0.07 -0.45 0.55 0.11 -0.68 -0.77 -0.61 -0.66 -0.32 0.22 0.26 0.37 0.37 0.32 0.28 0.36 0.30 0.33 -1.30 2.09 -1.34 -1.44

[2]
Formula: C6H10O
Source: OMol25
Level of theory: the ωB97M-V functional and the def2-TZVPD basis

Its max |F| is 0.3 eV Å⁻¹. The energy is -8426.3719 eV.

Cartesian coordinates (Å):
C -1.60492 0.26362 1.07982
C -2.10935 0.10718 -0.30730
C -0.89873 -0.72220 0.19475
C 0.59937 -0.51176 -0.13995
C 0.16329 -0.00077 -1.41788
C 2.52790 0.66493 0.40626
O 1.19950 0.37627 0.76970
H -1.03086 1.15716 1.30148
H -2.18082 -0.13840 1.90787
H -2.99389 -0.50609 -0.46058
H -1.99466 0.92018 -1.00857
H -1.15047 -1.77034 0.31450
H 1.10795 -1.48729 -0.08618
H -0.07425 -0.87906 -2.04525
H 2.57636 1.25491 -0.51985
H 3.11559 -0.25775 0.27208
H 2.97206 1.24401 1.21818

Charges per atom according to natural (NBO) partitioning, unit e: -0.41 -0.38 -0.22 -0.06 -0.14 -0.25 -0.54 0.24 0.22 0.22 0.25 0.23 0.18 0.12 0.18 0.16 0.19